[1]
Density functional theory data (ωB97M-V/def2-TZVPD) for 11 unconnected molecules or ions with the total composition C22H66O11.

Last column: Löwdin charge in e.
Geometry (Å):
C: 14.90 22.23 -15.39  -0.056
C: 14.23 20.90 -15.02  -0.310
O: 14.87 19.76 -15.61  -0.101
H: 14.41 23.08 -14.91  0.080
H: 14.91 22.30 -16.48  0.078
H: 15.87 22.16 -14.89  0.077
H: 13.23 20.98 -15.44  0.095
H: 14.07 20.68 -13.96  0.106
H: 14.75 19.74 -16.56  0.033
C: 11.45 15.86 -22.87  -0.052
C: 10.42 14.61 -22.80  -0.245
O: 9.66 14.78 -21.56  -0.121
H: 12.23 15.55 -23.56  0.065
H: 11.77 16.16 -21.87  0.058
H: 10.94 16.73 -23.29  0.034
H: 10.97 13.67 -22.80  0.095
H: 9.74 14.59 -23.65  0.100
H: 8.95 14.14 -21.46  0.071
C: 14.16 20.75 -23.35  -0.067
C: 15.18 19.59 -23.61  -0.303
O: 16.04 19.98 -24.68  -0.064
H: 13.61 20.95 -24.27  0.071
H: 14.71 21.66 -23.09  0.070
H: 13.41 20.56 -22.58  0.045
H: 14.63 18.70 -23.93  0.102
H: 15.67 19.28 -22.69  0.083
H: 16.36 19.13 -24.98  0.080
C: 14.34 16.54 -12.77  0.013
C: 13.57 17.09 -13.92  -0.246
O: 13.92 16.68 -15.12  0.291
H: 14.25 15.45 -12.72  0.109
H: 13.92 16.94 -11.85  0.113
H: 15.38 16.86 -12.80  0.118
H: 13.66 18.17 -13.92  0.129
H: 12.51 16.85 -13.77  0.209
H: 14.11 17.38 -15.75  0.148
C: 17.13 19.27 -19.48  -0.055
C: 15.62 19.43 -19.72  -0.333
O: 14.87 19.71 -18.58  -0.091
H: 17.56 20.08 -18.88  0.078
H: 17.66 19.22 -20.43  0.075
H: 17.29 18.34 -18.93  0.069
H: 15.14 18.56 -20.16  0.114
H: 15.49 20.20 -20.48  0.100
H: 14.00 19.83 -18.96  0.047
C: 9.34 19.33 -23.70  -0.085
C: 9.42 20.66 -23.06  -0.303
O: 9.61 20.40 -21.69  -0.105
H: 10.31 18.84 -23.79  0.063
H: 9.13 19.46 -24.77  0.082
H: 8.56 18.65 -23.34  0.076
H: 8.54 21.30 -23.10  0.124
H: 10.32 21.14 -23.45  0.114
H: 9.36 21.21 -21.23  0.029
C: 7.10 21.45 -18.27  -0.067
C: 7.47 21.91 -19.71  -0.278
O: 8.78 22.46 -19.81  -0.084
H: 7.57 20.48 -18.12  0.046
H: 6.05 21.14 -18.21  0.069
H: 7.30 22.13 -17.44  0.075
H: 6.67 22.55 -20.07  0.120
H: 7.39 21.01 -20.33  0.076
H: 8.80 23.20 -20.41  0.093
C: 11.72 18.55 -17.86  -0.075
C: 11.16 18.95 -19.23  -0.256
O: 12.07 19.75 -20.03  -0.092
H: 12.21 19.41 -17.40  0.060
H: 12.40 17.71 -17.78  0.066
H: 10.87 18.33 -17.22  0.059
H: 10.16 19.37 -19.15  0.099
H: 11.02 18.00 -19.74  0.109
H: 11.66 19.86 -20.90  0.049
C: 8.93 19.21 -14.85  -0.081
C: 9.75 19.31 -13.55  -0.336
O: 9.08 18.64 -12.50  -0.054
H: 9.07 20.04 -15.54  0.070
H: 7.85 19.16 -14.75  0.079
H: 9.18 18.23 -15.24  0.061
H: 9.95 20.35 -13.29  0.108
H: 10.78 19.04 -13.78  0.079
H: 8.90 19.28 -11.81  0.091
C: 6.70 16.89 -20.08  -0.074
C: 6.91 18.37 -20.22  -0.341
O: 5.77 19.11 -19.85  -0.081
H: 6.27 16.74 -19.09  0.085
H: 7.62 16.31 -20.12  0.062
H: 6.12 16.58 -20.95  0.080
H: 7.13 18.69 -21.23  0.103
H: 7.75 18.64 -19.57  0.095
H: 5.18 19.27 -20.59  0.096
C: 13.90 24.29 -20.81  -0.086
C: 12.82 23.36 -20.28  -0.355
O: 11.54 23.78 -20.50  -0.041
H: 13.83 24.43 -21.89  0.068
H: 14.94 24.09 -20.57  0.075
H: 13.77 25.34 -20.53  0.073
H: 13.06 23.41 -19.22  0.101
H: 12.98 22.32 -20.57  0.093
H: 10.96 23.01 -20.47  0.052

Properties
⟨S²⟩ = 0.754
multiplicity = 2
E_HOMO (alpha / beta) = -11.58 / -11.58 eV
Kohn-Sham gap (alpha / beta) = 8.9963 / 2.1726 eV
energy above the lowest of the compared OMol25 structures with the same formula, charge and spin = 2.743 eV
total charge = +1
DFT total energy = -1704.89916 Eh


[2]
Density functional theory data (ωB97M-V/def2-TZVPD) for a gas-phase ion, C3H3O2S (charge -1).

Last column: Löwdin charge in e.
Geometry (Å):
C: -1.03 1.25 -0.39  -0.505
C: -2.25 0.64 -0.96  -0.981
C: -0.17 0.08 0.07  -0.049
O: -0.81 2.45 -0.44  0.033
O: -3.33 0.32 -0.32  -0.160
S: -2.01 0.20 -2.56  0.480
H: 0.91 0.19 0.07  0.079
H: -0.67 -0.37 0.91  0.074
H: -0.32 -0.74 -0.57  0.029

Properties
E_HOMO = -3.57 eV
Kohn-Sham gap = 7.4543 eV
SMILES = CC(=O)C([O-])=S
energy above the lowest of the compared OMol25 structures with the same formula, charge and spin = 0.436 eV
total charge = -1
DFT total energy = -664.81935 Eh


[3]
Density functional theory data (ωB97M-V/def2-TZVPD) for C4H7NO2 in the gas phase.

Last column: Löwdin charge in e.
Geometry (Å):
C: -1.36 -1.21 -0.18  -0.011
C: -0.38 -0.07 -0.08  -0.287
N: -0.55 1.07 0.48  0.016
O: -1.76 1.27 1.09  -0.034
C: 0.97 -0.09 -0.75  -0.264
C: 2.04 0.48 0.05  -0.119
O: 2.00 -0.92 -0.22  -0.026
H: -2.24 -0.89 -0.75  0.086
H: -0.90 -2.06 -0.68  0.084
H: -1.71 -1.54 0.80  0.087
H: -1.67 2.20 1.35  0.100
H: 0.95 -0.05 -1.84  0.150
H: 2.85 1.07 -0.35  0.113
H: 1.74 0.73 1.07  0.106

Properties
E_HOMO = -9.81 eV
Kohn-Sham gap = 10.7654 eV
SMILES = C/C(=N\O)[C@H]1CO1
energy above the lowest of the compared OMol25 structures with the same formula, charge and spin = 3.816 eV
total charge = 0
DFT total energy = -361.74061 Eh


[4]
Density functional theory data (ωB97M-V/def2-TZVPD) for C5H12O2 in the gas phase.

Last column: Löwdin charge in e.
Geometry (Å):
C: -0.65 -1.44 -2.12  -0.075
C: -1.26 -0.68 -0.96  -0.294
O: -0.40 -0.70 0.17  -0.176
C: -0.77 0.25 1.16  -0.202
C: 0.42 0.71 1.99  -0.211
O: 1.24 1.64 1.31  -0.179
C: 1.92 1.06 0.22  -0.102
H: -0.52 -2.50 -1.89  0.076
H: 0.33 -1.02 -2.40  0.074
H: -1.31 -1.37 -2.99  0.078
H: -2.24 -1.10 -0.70  0.122
H: -1.43 0.36 -1.27  0.117
H: -1.19 1.15 0.68  0.128
H: -1.54 -0.19 1.82  0.128
H: 0.04 1.25 2.87  0.129
H: 1.01 -0.15 2.34  0.129
H: 1.23 0.66 -0.52  0.071
H: 2.57 0.23 0.54  0.097
H: 2.53 1.85 -0.23  0.090

Properties
E_HOMO = -9.36 eV
Kohn-Sham gap = 10.4405 eV
SMILES = CCOCCOC
energy above the lowest of the compared OMol25 structures with the same formula, charge and spin = 1.672 eV
total charge = 0
DFT total energy = -348.14339 Eh


Repeat the fourth record exactly.
Density functional theory data (ωB97M-V/def2-TZVPD) for C5H12O2 in the gas phase.

Last column: Löwdin charge in e.
Geometry (Å):
C: -0.65 -1.44 -2.12  -0.075
C: -1.26 -0.68 -0.96  -0.294
O: -0.40 -0.70 0.17  -0.176
C: -0.77 0.25 1.16  -0.202
C: 0.42 0.71 1.99  -0.211
O: 1.24 1.64 1.31  -0.179
C: 1.92 1.06 0.22  -0.102
H: -0.52 -2.50 -1.89  0.076
H: 0.33 -1.02 -2.40  0.074
H: -1.31 -1.37 -2.99  0.078
H: -2.24 -1.10 -0.70  0.122
H: -1.43 0.36 -1.27  0.117
H: -1.19 1.15 0.68  0.128
H: -1.54 -0.19 1.82  0.128
H: 0.04 1.25 2.87  0.129
H: 1.01 -0.15 2.34  0.129
H: 1.23 0.66 -0.52  0.071
H: 2.57 0.23 0.54  0.097
H: 2.53 1.85 -0.23  0.090

Properties
E_HOMO = -9.36 eV
Kohn-Sham gap = 10.4405 eV
SMILES = CCOCCOC
energy above the lowest of the compared OMol25 structures with the same formula, charge and spin = 1.672 eV
total charge = 0
DFT total energy = -348.14339 Eh